[1]
The following is a DFT calculation (ωB97M-V/def2-TZVPD) of a 8-piece molecular cluster, C32H60NO30S7 overall.

```
130
Properties=species:S:1:pos:R:3
C -0.723 1.025 4.912
C -0.658 0.522 3.391
C -1.472 1.647 2.528
C 0.864 0.617 2.898
C -1.394 -0.869 3.091
C -0.553 -2.195 3.390
C 0.205 -2.231 4.804
C -1.644 -3.414 3.446
C 0.485 -2.614 2.241
C 1.809 -3.388 2.569
C 2.865 -3.774 1.470
C 2.549 -3.343 0.018
O 3.467 -3.601 -1.083
C 4.330 -2.407 -1.079
C 4.906 -2.051 -2.544
O 4.228 -2.797 -3.582
C 2.946 -2.214 -3.875
C 2.990 -1.175 -5.128
N 3.181 0.265 -4.659
C 1.232 -2.589 -0.389
C 0.240 -2.247 0.757
H -1.791 1.375 5.184
H -0.270 0.317 5.680
H -0.083 1.989 4.958
H -1.126 1.541 1.445
H -2.608 1.433 2.532
H -1.239 2.683 2.971
H 1.355 1.639 3.090
H 0.862 0.496 1.744
H 1.532 -0.224 3.290
H -1.800 -0.804 2.012
H -2.337 -0.895 3.764
H -0.514 -1.818 5.600
H 1.220 -1.714 4.805
H 0.335 -3.349 5.072
H -1.130 -4.428 3.607
H -2.218 -3.373 2.455
H -2.379 -3.130 4.270
H 2.090 -3.721 3.633
H 3.814 -4.341 1.759
H 5.166 -2.531 -0.295
H 3.714 -1.494 -0.730
H 6.044 -2.247 -2.529
H 4.808 -0.905 -2.705
H 2.486 -1.634 -2.986
H 2.164 -3.026 -4.156
H 1.988 -1.252 -5.682
H 3.800 -1.503 -5.875
H 3.085 0.355 -3.632
H 2.459 0.884 -5.084
H 4.137 0.563 -4.911
H 1.002 -2.298 -1.476
H -0.712 -1.689 0.442
C 4.418 4.527 -6.392
C 4.053 5.193 -5.074
O 2.638 5.372 -5.130
S 1.982 4.162 -5.986
O 1.505 3.165 -5.065
O 1.163 4.725 -7.012
O 3.353 3.611 -6.660
H 4.454 5.255 -7.206
H 5.371 3.998 -6.338
H 4.557 6.149 -4.938
H 4.279 4.539 -4.226
C 1.289 1.591 8.836
C 2.570 2.256 9.312
O 3.430 2.263 8.170
S 2.527 2.407 6.829
O 2.516 3.786 6.441
O 2.878 1.348 5.931
O 1.093 2.061 7.501
H 1.399 0.502 8.801
H 0.432 1.849 9.459
H 3.034 1.721 10.141
H 2.390 3.294 9.606
C -5.632 4.626 0.977
C -4.840 3.329 0.951
O -3.966 3.405 2.080
S -4.700 4.243 3.260
O -5.289 3.309 4.174
O -3.823 5.293 3.681
O -5.886 4.885 2.359
H -5.044 5.457 0.578
H -6.570 4.548 0.426
H -4.269 3.208 0.030
H -5.492 2.468 1.087
C -5.452 -0.431 -2.811
C -4.362 -0.907 -1.862
O -4.637 -0.250 -0.625
S -6.242 -0.052 -0.475
O -6.752 -1.114 0.336
O -6.502 1.330 -0.200
O -6.637 -0.357 -2.018
H -5.233 0.570 -3.193
H -5.597 -1.115 -3.649
H -3.363 -0.657 -2.217
H -4.429 -1.986 -1.693
C 1.976 -1.968 -10.356
C 2.325 -0.517 -10.061
O 1.083 0.102 -9.730
S 0.125 -0.986 -9.001
O 0.237 -0.803 -7.581
O -1.131 -1.013 -9.684
O 0.965 -2.315 -9.408
H 1.554 -2.076 -11.358
H 2.837 -2.629 -10.252
H 2.788 -0.020 -10.913
H 2.984 -0.439 -9.191
C -0.037 -6.593 -6.158
C 1.215 -6.614 -5.298
O 2.162 -5.811 -6.004
S 1.373 -4.637 -6.799
O 1.423 -3.442 -6.005
O 1.773 -4.675 -8.174
O -0.116 -5.264 -6.677
H 0.051 -7.283 -7.002
H -0.934 -6.834 -5.587
H 1.601 -7.623 -5.149
H 1.034 -6.147 -4.325
C -3.325 3.261 8.442
C -4.298 2.693 9.464
O -3.483 2.292 10.567
S -2.208 3.289 10.673
O -2.497 4.289 11.656
O -1.014 2.495 10.701
O -2.344 3.966 9.206
H -2.819 2.462 7.892
H -3.814 3.933 7.736
H -4.863 1.846 9.075
H -4.991 3.461 9.818
```

Values from the calculation:
Total charge: +1
Maximum force: 4.75 eV/Å
Energy: -6353.91328 Eh
Molecular weight: 1163.3 g/mol
Frontier orbital gap: 0.2597 Ha
ΔE to the lowest compared entry with this formula, charge and spin: 0.0 kJ/mol
Lowest unoccupied orbital energy: -3.16 eV

=====

[2]
The following is a DFT calculation (ωB97M-V/def2-TZVPD) of C6H8AuCl2N2NdO3S as an isolated structure.

```
24
Properties=species:S:1:pos:R:3
Au 2.937 -2.118 -0.711
Nd -0.090 -0.262 0.684
Cl 2.828 -0.373 0.786
Cl -1.321 -1.795 2.185
C -2.087 0.417 -0.533
C 4.075 -2.725 -2.195
C 2.136 -3.795 -1.390
O -3.119 0.679 -1.007
O 4.946 -2.906 -2.920
O 1.632 -4.819 -1.543
C -2.276 3.943 -0.121
N -1.121 3.777 0.781
C -1.083 2.799 1.709
S 0.419 1.984 2.072
N -2.209 2.486 2.404
C -3.143 3.541 2.840
H -3.109 3.307 0.188
H -1.993 3.695 -1.146
H -2.578 4.991 -0.079
H -0.208 3.915 0.338
H -2.069 1.728 3.088
H -4.160 3.240 2.578
H -3.100 3.633 3.932
H -2.901 4.501 2.364
```

Values from the calculation:
Total charge: +4
Maximum force: 8.77 eV/Å
Energy: -2582.53463 Eh
Molecular weight: 600.3 g/mol
Frontier orbital gap (spin up / spin down): 0.2928 / 0.1866 Ha
<S²>: 8.76
Lowest unoccupied orbital energy (spin up / spin down): -15.67 / -18.33 eV
2S+1: 6

=====

[3]
The following is a DFT calculation (ωB97M-V/def2-TZVPD) of C21H42N2O11S as an isolated structure.

```
77
Properties=species:S:1:pos:R:3
C -3.765 -6.557 -1.054
C -4.692 -6.742 -2.011
C -4.959 -5.730 -3.137
C -4.046 -5.876 -4.384
O -4.063 -4.694 -5.239
S -2.941 -5.143 -6.409
O -3.752 -5.661 -7.460
O -2.163 -3.980 -6.622
O -2.134 -6.386 -5.631
C -2.511 -6.131 -4.233
N -2.015 -7.275 -3.513
C -2.193 -8.425 -4.068
C -3.539 -9.169 -4.229
C -0.952 -9.190 -4.591
O -1.647 -5.025 -3.917
C -2.038 -4.349 -2.864
N -2.261 -3.816 -1.902
H -3.147 -7.444 -0.812
H -3.583 -5.596 -0.557
H -5.264 -7.687 -2.007
H -4.935 -4.671 -2.796
H -6.002 -5.899 -3.494
H -4.388 -6.684 -5.062
H -4.207 -9.044 -3.360
H -4.066 -8.902 -5.168
H -3.298 -10.252 -4.305
H -0.042 -8.949 -4.015
H -1.133 -10.281 -4.455
H -0.842 -9.030 -5.681
C -0.454 2.009 1.040
O -0.439 0.737 1.665
C -1.693 0.397 2.243
C -2.440 -0.610 1.390
O -2.874 -0.032 0.166
C -2.072 -0.428 -0.938
H 0.483 2.131 0.497
H -1.282 2.100 0.332
H -0.524 2.799 1.796
H -2.302 1.291 2.410
H -1.482 -0.055 3.218
H -3.339 -0.929 1.928
H -1.824 -1.497 1.207
H -2.242 -1.484 -1.166
H -1.010 -0.257 -0.745
H -2.370 0.166 -1.802
C 1.731 6.363 2.317
O 2.295 7.195 1.315
C 3.151 6.481 0.432
C 2.476 6.220 -0.900
O 1.412 5.286 -0.767
C 0.137 5.904 -0.797
H 0.980 6.941 2.855
H 1.252 5.481 1.885
H 2.507 6.053 3.026
H 3.489 5.544 0.886
H 4.031 7.110 0.263
H 3.206 5.776 -1.584
H 2.123 7.156 -1.346
H -0.077 6.277 -1.804
H 0.068 6.723 -0.076
H -0.609 5.151 -0.540
C 6.446 5.336 7.623
O 6.860 6.064 6.479
C 6.696 5.327 5.273
C 5.486 5.805 4.495
O 4.275 5.470 5.162
C 3.685 6.585 5.811
H 6.460 6.013 8.477
H 5.434 4.941 7.504
H 7.143 4.514 7.819
H 6.629 4.254 5.476
H 7.594 5.500 4.670
H 5.467 5.293 3.526
H 5.546 6.881 4.307
H 3.295 7.288 5.068
H 4.398 7.095 6.464
H 2.854 6.224 6.417
```

Values from the calculation:
Maximum force: 4.43 eV/Å
Energy: -2160.34330 Eh
Molecular weight: 530.6 g/mol
Frontier orbital gap: 0.3051 Ha
ΔE to the lowest compared entry with this formula, charge and spin: 156.0 kJ/mol
Lowest unoccupied orbital energy: -0.56 eV

=====

[4]
The following is a DFT calculation (ωB97M-V/def2-TZVPD) of C3H4N4S as an isolated structure.

```
12
Properties=species:S:1:pos:R:3
C 0.244 0.185 0.914
C -1.681 -0.352 0.337
C -0.934 -0.310 -0.946
H 1.908 -0.775 -1.571
H 1.850 1.032 -0.381
H 0.765 0.561 2.451
H -2.785 -0.649 0.291
N 1.394 0.252 -1.331
N 0.366 -0.153 -0.369
N 1.231 0.527 1.641
N -0.982 0.184 1.331
S -1.377 -0.503 -2.368
```

Values from the calculation:
Maximum force: 7.85 eV/Å
Energy: -733.75906 Eh
Molecular weight: 128.2 g/mol
Frontier orbital gap: 0.2842 Ha
ΔE to the lowest compared entry with this formula, charge and spin: 389.2 kJ/mol
Lowest unoccupied orbital energy: -1.63 eV

=====

[5]
The following is a DFT calculation (ωB97M-V/def2-TZVPD) of a 2-piece molecular cluster, C9H13N3O overall.

```
26
Properties=species:S:1:pos:R:3
C -1.100 -1.840 2.250
C -1.089 -2.768 1.216
C -0.040 -0.955 2.346
C -0.064 -2.856 0.300
C 1.079 -1.112 1.491
C 1.037 -2.063 0.459
C -0.462 1.738 -0.706
C -1.023 2.702 -1.748
C -0.129 -0.553 -1.757
N -0.203 0.479 -1.220
N 2.179 -2.107 -0.426
N -0.975 3.912 -0.956
O 2.916 -0.858 -0.461
H -1.877 -1.708 2.897
H -1.918 -3.374 1.045
H -0.234 -0.249 3.068
H -0.020 -3.471 -0.585
H 1.971 -0.357 1.501
H 0.316 2.200 -0.238
H -1.151 1.567 0.098
H -0.292 2.694 -2.609
H -2.107 2.634 -1.974
H 2.005 -2.298 -1.395
H 2.393 -0.071 -0.687
H -1.050 4.707 -1.571
H -0.162 4.006 -0.339
```

Values from the calculation:
Maximum force: 6.05 eV/Å
Energy: -589.94346 Eh
Molecular weight: 179.2 g/mol
Frontier orbital gap (spin up / spin down): 0.1816 / 0.2408 Ha
ΔE to the lowest compared entry with this formula, charge and spin: 0.0 kJ/mol
<S²>: 2.04
Lowest unoccupied orbital energy (spin up / spin down): 0.60 / -2.27 eV
2S+1: 3

=====

[6]
The following is a DFT calculation (ωB97M-V/def2-TZVPD) of the molecule C22H24N2O3.

```
51
Properties=species:S:1:pos:R:3
C 5.973 -2.999 0.182
C 4.781 -2.098 0.279
C 4.220 -1.549 -0.867
C 3.122 -0.715 -0.801
C 2.559 -0.412 0.434
N 1.450 0.446 0.452
C 0.664 0.813 1.493
O 0.814 0.478 2.647
C -0.466 1.752 1.063
N -1.174 1.243 -0.103
C -1.775 -0.076 0.141
C -2.784 -0.102 1.243
C -2.638 -0.226 2.595
C -3.942 -0.140 3.141
C -4.780 0.033 2.085
O -4.091 0.062 0.932
C -2.165 2.200 -0.605
C -2.697 1.802 -1.961
C -4.051 1.890 -2.244
C -4.537 1.590 -3.504
C -3.662 1.196 -4.501
C -2.310 1.087 -4.236
C -1.821 1.382 -2.969
O -0.489 1.250 -2.736
C 3.110 -0.957 1.586
C 4.212 -1.795 1.519
C 4.785 -2.366 2.780
H 6.278 -3.124 -0.854
H 5.748 -3.981 0.598
H 6.812 -2.588 0.742
H 4.652 -1.779 -1.831
H 2.700 -0.299 -1.705
H 1.177 0.786 -0.461
H -0.022 2.719 0.802
H -1.126 1.902 1.930
H -2.256 -0.392 -0.788
H -0.966 -0.772 0.380
H -1.720 -0.363 3.128
H -4.212 -0.199 4.176
H -5.844 0.144 2.021
H -3.002 2.327 0.096
H -1.662 3.171 -0.695
H -4.731 2.200 -1.464
H -5.595 1.665 -3.706
H -4.032 0.965 -5.489
H -1.612 0.775 -4.996
H -0.374 1.320 -1.767
H 2.670 -0.722 2.542
H 4.220 -2.029 3.644
H 5.824 -2.060 2.901
H 4.763 -3.455 2.752
```

Values from the calculation:
Structure (SMILES): Cc1ccc(NC(=O)CN(Cc2ccco2)Cc2ccccc2O)cc1C
Maximum force: 0.92 eV/Å
Energy: -1187.98183 Eh
Molecular weight: 364.4 g/mol
Frontier orbital gap: 0.3324 Ha
ΔE to the lowest compared entry with this formula, charge and spin: 217.0 kJ/mol
Lowest unoccupied orbital energy: 0.74 eV

=====

[7]
The following is a DFT calculation (ωB97M-V/def2-TZVPD) of C8H12IrO6 as an isolated structure.

```
27
Properties=species:S:1:pos:R:3
O 1.439 -2.031 0.560
Ir 2.384 -3.243 -2.414
O 0.763 -2.410 -1.513
C 0.563 -1.959 -0.399
O -0.537 -1.294 -0.055
C -1.481 -0.998 -1.023
C 1.198 -1.364 1.828
C 2.406 -1.565 2.705
H 1.017 -0.302 1.624
H 0.296 -1.799 2.273
H 3.303 -1.124 2.254
H 2.222 -1.061 3.663
H 2.582 -2.630 2.901
C -2.721 -0.677 -0.599
H -3.522 -0.559 -1.328
H -2.958 -0.791 0.461
C -1.152 0.306 -1.924
C -0.319 1.454 -1.386
O -1.113 2.273 -0.525
C -0.533 3.351 -0.027
O 0.618 3.676 -0.195
O -1.463 4.104 0.547
H -0.521 -0.127 -2.717
H -2.009 0.672 -2.500
H 0.047 2.063 -2.222
H 0.559 1.102 -0.829
H -1.067 4.934 0.840
```

Values from the calculation:
Total charge: +1
Maximum force: 5.24 eV/Å
Energy: -867.30526 Eh
Molecular weight: 396.4 g/mol
Frontier orbital gap (spin up / spin down): 0.3564 / 0.2311 Ha
<S²>: 6.00
Lowest unoccupied orbital energy (spin up / spin down): -3.23 / -6.69 eV
2S+1: 5

=====

[8]
The following is a DFT calculation (ωB97M-V/def2-TZVPD) of C11H15NO2S2 as an isolated structure.

```
31
Properties=species:S:1:pos:R:3
O 1.372 1.753 1.991
S 1.800 1.789 0.513
O 2.498 3.027 -0.034
N 0.321 1.622 -0.423
H 0.470 1.861 -1.464
C -0.515 0.310 -0.368
H 0.110 -0.538 -0.609
C -1.054 0.094 0.847
H -0.392 0.316 1.681
C -2.294 0.830 0.953
H -2.217 2.143 0.874
H -3.056 0.782 1.734
C -2.841 0.036 -0.423
H -3.817 0.638 -0.625
C -1.737 0.494 -1.424
H -1.782 -0.221 -2.005
H -1.779 1.360 -1.639
C -2.849 -1.323 0.137
H -2.648 -1.795 -0.893
H -3.732 -1.510 0.731
C -1.594 -1.374 0.845
H -0.926 -1.961 0.681
H -1.799 -1.590 1.999
C 2.534 0.395 0.321
C 3.481 0.338 -1.111
C 4.129 -1.105 -0.879
C 3.575 -2.082 0.143
S 2.462 -0.895 1.091
H 3.739 -2.948 0.490
H 4.805 -1.503 -1.515
H 3.737 1.057 -1.619
```

Values from the calculation:
Maximum force: 18.77 eV/Å
Energy: -1429.28144 Eh
Molecular weight: 257.4 g/mol
Frontier orbital gap: 0.2980 Ha
Lowest unoccupied orbital energy: -0.76 eV

=====

[9]
The following is a DFT calculation (ωB97M-V/def2-TZVPD) of C38H47F3N2O2P2SY as an isolated structure.

```
96
Properties=species:S:1:pos:R:3
Y 1.124 -0.237 0.127
C 0.174 1.862 3.476
C -0.624 0.563 3.340
C -1.428 0.301 4.607
P 0.551 -0.775 2.723
C 1.777 -1.159 4.089
C 1.296 -2.043 5.235
C 2.982 -1.819 3.414
C -0.495 -2.234 2.402
C -1.235 -2.861 3.407
C -2.056 -3.936 3.136
C -2.195 -4.368 1.823
C -1.486 -3.759 0.815
C -0.576 -2.710 1.064
N 0.138 -2.141 0.030
C 0.484 -2.932 -1.061
C 0.807 -4.292 -0.919
C 1.104 -5.076 -2.011
C 1.110 -4.536 -3.290
C 0.866 -3.186 -3.456
C 0.558 -2.377 -2.365
P 0.305 -0.578 -2.500
C -1.392 -0.427 -3.295
C -2.405 -0.855 -2.231
C -1.614 -1.254 -4.559
C 1.614 0.099 -3.673
C 1.406 0.087 -5.184
C 2.935 -0.576 -3.304
H -0.485 2.728 3.422
H 0.915 1.945 2.677
H 0.689 1.891 4.435
H -1.326 0.664 2.493
H -0.774 0.142 5.461
H -2.081 -0.560 4.495
H -2.049 1.172 4.822
H 2.074 -0.177 4.482
H 1.053 -3.036 4.868
H 0.435 -1.631 5.753
H 2.100 -2.143 5.963
H 2.675 -2.730 2.897
H 3.732 -2.088 4.156
H 3.453 -1.152 2.692
H -1.163 -2.508 4.421
H -2.597 -4.423 3.931
H -2.864 -5.182 1.588
H -1.626 -4.085 -0.206
H 0.825 -4.719 0.072
H 1.336 -6.120 -1.863
H 1.324 -5.160 -4.142
H 0.908 -2.757 -4.445
H -1.519 0.641 -3.524
H -2.325 -1.928 -2.064
H -3.419 -0.636 -2.562
H -2.226 -0.349 -1.280
H -1.497 -2.314 -4.346
H -0.940 -0.978 -5.363
H -2.632 -1.093 -4.912
H 1.662 1.155 -3.363
H 1.354 -0.924 -5.579
H 2.262 0.574 -5.650
H 0.516 0.641 -5.471
H 3.007 -1.556 -3.770
H 3.015 -0.717 -2.222
H 3.781 0.024 -3.635
F 5.766 1.127 -0.505
C 5.267 0.233 0.353
F 5.598 0.625 1.590
F 5.867 -0.933 0.123
C 3.730 0.120 0.218
O 3.057 1.162 0.265
O 3.245 -1.020 0.075
N 0.120 1.817 0.013
S -1.296 2.126 -0.654
C -1.074 3.575 -1.712
C 0.185 3.841 -2.219
C 0.359 4.936 -3.049
C -0.726 5.737 -3.368
C -1.991 5.434 -2.889
C -2.175 4.340 -2.062
C -2.264 2.891 0.680
C -3.263 2.117 1.246
C -3.940 2.582 2.360
C -3.615 3.816 2.901
C -2.626 4.592 2.316
C -1.940 4.129 1.206
H 0.514 2.663 0.426
H 1.014 3.198 -1.953
H 1.337 5.156 -3.446
H -0.585 6.600 -3.999
H -2.837 6.046 -3.163
H -3.156 4.090 -1.686
H -3.506 1.158 0.813
H -4.717 1.977 2.797
H -4.138 4.181 3.772
H -2.372 5.557 2.727
H -1.165 4.730 0.756
```

Values from the calculation:
Total charge: +1
Maximum force: 1.84 eV/Å
Energy: -3154.98313 Eh
Molecular weight: 803.7 g/mol
Frontier orbital gap: 0.2716 Ha
Lowest unoccupied orbital energy: -2.22 eV

=====

Question: Number 7 is which compound?
Answer: C8H12IrO6